1.
69
Properties=species:S:1:pos:R:3:mulliken_spin:R:1 method="wB97M-V/def2-TZVPD" homo_ev="-5.30 / -5.81" de_lowest_kcal_mol=25.6 multiplicity=2 molar_mass_g_mol=746.54 lumo_energy_ev="-0.90 / -1.06" homo_lumo_gap_ha="0.1615 / 0.1746" total_energy_ev=-55028.62660
La -0.646 0.145 -0.084 -0.002
C -0.987 -5.910 2.427 -0.013
C 0.169 -6.129 1.666 0.045
C 0.861 -5.074 1.101 -0.029
C 0.372 -3.788 1.307 0.048
C 0.819 -2.494 0.828 0.060
N -0.075 -1.553 1.263 -0.030
C -1.019 -2.134 2.078 0.204
N -1.863 -1.463 2.876 -0.023
C -2.103 -0.175 2.806 0.090
C -2.518 0.654 3.932 -0.005
C -2.763 0.356 5.264 0.024
C -2.987 1.412 6.133 -0.006
C -2.959 2.735 5.689 0.016
C -2.722 3.036 4.357 -0.001
C -2.513 1.986 3.477 0.014
C -2.141 1.947 2.062 0.037
N -2.056 2.989 1.255 0.077
C -1.229 3.044 0.199 0.175
N -0.103 2.283 0.072 -0.037
C 0.633 2.707 -1.015 0.158
N 1.817 2.221 -1.391 0.041
C 2.289 1.046 -1.007 -0.053
N 1.540 -0.013 -0.550 0.052
C 2.356 -1.081 -0.272 -0.128
N 1.973 -2.265 0.193 0.093
C 3.723 -0.702 -0.586 -0.016
C 4.938 -1.361 -0.429 -0.022
C 6.095 -0.671 -0.743 0.005
C 6.051 0.656 -1.189 -0.025
C 4.849 1.323 -1.341 0.017
C 3.680 0.633 -1.044 -0.029
C -0.068 3.811 -1.631 0.037
C 0.194 4.568 -2.769 0.008
C -0.751 5.498 -3.159 0.026
C -1.944 5.668 -2.443 0.019
C -2.208 4.932 -1.303 0.013
C -1.254 4.007 -0.886 0.041
N -1.927 0.646 1.705 0.038
C -0.783 -3.563 2.089 0.014
C -1.472 -4.635 2.651 0.041
H -1.511 -6.763 2.840 0.000
H 0.517 -7.144 1.520 0.004
H 1.759 -5.227 0.515 0.001
H -2.767 -0.673 5.598 0.000
H -3.170 1.215 7.182 0.000
H -3.110 3.537 6.400 0.002
H -2.699 4.059 4.002 -0.002
H 4.963 -2.378 -0.062 -0.003
H 7.055 -1.159 -0.634 0.000
H 6.978 1.175 -1.399 -0.002
H 4.810 2.352 -1.674 -0.002
H 1.111 4.424 -3.326 0.004
H -0.571 6.110 -4.035 0.003
H -2.674 6.387 -2.795 0.002
H -3.128 5.065 -0.749 0.003
H -2.366 -4.474 3.238 0.004
O -1.495 -0.285 -2.179 0.002
N -1.087 -1.039 -3.176 0.001
C -1.890 -1.195 -4.245 0.000
C -1.519 -2.000 -5.296 0.000
C -0.298 -2.660 -5.264 0.000
C 0.519 -2.473 -4.160 0.001
C 0.110 -1.660 -3.129 0.002
H -2.821 -0.652 -4.197 0.000
H -2.190 -2.112 -6.135 0.000
H 0.004 -3.301 -6.080 0.000
H 1.483 -2.956 -4.089 0.000
H 0.720 -1.468 -2.257 0.005

---

2.
84
Properties=species:S:1:pos:R:3:mulliken_charge:R:1 method="wB97M-V/def2-TZVPD" homo_ev=-5.35 de_lowest_kcal_mol=19.9 multiplicity=1 molar_mass_g_mol=1433.12 lumo_energy_ev=0.94 charge=-1 homo_lumo_gap_ha=0.2310 total_energy_ev=-495444.50167
Ta 0.332 1.607 0.410 2.500
O 1.934 2.282 3.962 -0.618
As 0.610 1.098 3.944 -0.176
O 2.279 1.873 0.728 -0.313
O 0.401 0.900 2.217 0.082
C -0.918 2.284 4.391 -0.162
C -1.388 2.049 5.678 -0.877
C -2.427 2.793 6.225 -0.644
C -3.022 3.794 5.478 -0.639
C -2.578 4.045 4.187 -0.543
C -1.541 3.294 3.656 0.669
S -1.073 3.648 1.985 1.507
O 0.400 3.575 1.906 -0.759
O -1.688 4.885 1.626 -0.667
O -1.533 2.466 1.186 -0.734
H 1.768 2.957 3.284 0.431
H -0.931 1.263 6.272 0.346
H -2.768 2.586 7.232 0.387
H -3.832 4.381 5.892 0.374
H -3.024 4.822 3.583 0.526
Br 1.190 6.004 -5.039 -0.200
C 1.206 4.443 -3.976 0.303
C 1.796 3.272 -4.437 0.161
Br 2.609 3.221 -6.142 -0.210
C 1.800 2.121 -3.641 0.214
Br 2.661 0.529 -4.181 -0.087
C 1.206 2.141 -2.387 -0.334
O 1.150 1.141 -1.530 0.883
C 0.630 3.332 -1.928 -0.719
O 0.129 3.253 -0.697 -0.230
C 0.625 4.474 -2.703 -0.191
Br -0.178 6.007 -1.968 -0.121
S 3.605 1.950 -0.182 -0.386
C 3.930 0.324 -0.767 0.930
C 5.176 0.251 -1.408 -1.020
C 5.609 -0.913 -2.002 -0.691
C 4.820 -2.058 -1.948 -1.025
C 3.602 -2.000 -1.299 -0.007
C 3.131 -0.820 -0.719 -0.171
As 1.408 -0.907 0.175 2.002
C 0.392 -2.162 -0.897 0.162
C 0.519 -2.101 -2.283 -0.533
C -0.277 -2.898 -3.093 -0.833
C -1.203 -3.764 -2.526 -0.553
C -1.346 -3.814 -1.147 -1.047
C -0.559 -3.009 -0.333 -0.368
C 2.020 -1.857 1.747 0.935
C 2.713 -1.072 2.668 -0.928
C 3.266 -1.648 3.799 -0.929
C 3.136 -3.013 4.020 -0.621
C 2.457 -3.798 3.100 -0.738
C 1.902 -3.223 1.963 -0.538
H 5.799 1.138 -1.442 0.402
H 6.570 -0.933 -2.501 0.379
H 5.153 -2.983 -2.400 0.412
H 2.987 -2.892 -1.252 0.406
H 1.232 -1.421 -2.727 0.009
H -0.174 -2.833 -4.169 0.473
H -1.822 -4.390 -3.158 0.441
H -2.080 -4.472 -0.698 0.419
H -0.719 -3.018 0.738 0.561
H 2.822 -0.005 2.498 0.771
H 3.795 -1.026 4.511 0.453
H 3.564 -3.463 4.906 0.372
H 2.360 -4.864 3.262 0.422
H 1.394 -3.854 1.246 0.384
O -1.887 -0.603 1.064 -0.675
C -1.989 -0.197 -0.079 0.337
O -1.202 0.660 -0.653 -0.567
C -3.053 -0.746 -0.989 0.436
C -4.063 -1.526 -0.447 -0.432
C -4.978 -2.113 -1.300 -0.344
C -4.913 -1.977 -2.674 -0.495
C -3.888 -1.199 -3.172 -0.382
C -2.962 -0.568 -2.362 -0.295
N -3.761 -1.071 -4.638 1.134
O -2.846 -0.402 -5.066 -0.619
O -4.578 -1.655 -5.325 -0.660
N -6.056 -2.946 -0.733 1.072
O -6.843 -3.455 -1.508 -0.645
O -6.087 -3.083 0.473 -0.622
H -4.110 -1.678 0.621 0.680
H -5.623 -2.460 -3.325 0.631
H -2.166 0.029 -2.784 0.741

---

3.
76
Properties=species:S:1:pos:R:3:mulliken_spin:R:1 method="wB97M-V/def2-TZVPD" homo_ev="-9.97 / -10.43" de_lowest_kcal_mol=52.2 multiplicity=4 molar_mass_g_mol=867.00 lumo_energy_ev="-3.62 / -4.67" charge=+1 homo_lumo_gap_ha="0.2335 / 0.2117" total_energy_ev=-79156.94517
Re -0.769 -0.404 -0.619 1.847
N 4.261 -5.512 6.851 0.000
C 3.722 -4.937 6.016 0.000
C 3.046 -4.216 4.970 0.001
C 3.735 -3.256 4.233 0.003
C 3.081 -2.565 3.227 0.012
C 1.742 -2.827 2.951 0.022
C 1.061 -3.787 3.693 0.024
C 1.707 -4.483 4.700 0.009
C 1.049 -2.086 1.859 0.215
C 0.940 -2.696 0.598 0.119
C 1.485 -4.008 0.240 -0.041
C 1.306 -4.191 -1.067 0.072
C 0.643 -2.980 -1.635 -0.056
N 0.355 -2.133 -0.466 0.159
C 0.576 -0.802 2.117 -0.044
C 0.674 -0.090 3.345 0.196
C 0.037 1.124 3.180 -0.008
C -0.456 1.143 1.876 0.292
N -0.116 0.004 1.215 0.111
H 4.776 -3.058 4.450 0.000
H 3.613 -1.820 2.649 -0.003
H 0.017 -3.987 3.484 -0.001
H 1.181 -5.228 5.281 0.000
H 1.972 -4.672 0.936 0.000
H 1.640 -5.028 -1.660 -0.002
H -0.267 -3.178 -2.207 0.001
H 1.152 -0.470 4.233 0.004
H -0.082 1.908 3.909 0.005
H -1.034 1.904 1.376 0.035
C -2.126 3.128 -2.835 -0.003
C -3.492 3.129 -2.602 -0.004
C -4.036 2.186 -1.746 0.009
C -3.210 1.251 -1.145 -0.003
N -1.866 1.287 -1.342 -0.103
C -1.345 2.206 -2.170 -0.049
C -3.655 0.107 -0.339 -0.017
C -4.952 -0.066 0.128 -0.037
C -5.276 -1.212 0.837 0.055
C -4.312 -2.185 1.077 -0.030
C -3.011 -2.009 0.625 0.100
C -2.665 -0.858 -0.087 -0.055
H -1.660 3.838 -3.501 0.000
H -4.133 3.852 -3.089 0.000
H -5.101 2.151 -1.570 0.000
H -0.265 2.206 -2.264 0.021
H -5.710 0.685 -0.050 0.001
H -6.283 -1.350 1.206 0.003
H -4.575 -3.079 1.626 -0.001
H -2.266 -2.768 0.833 0.028
O 2.801 -2.094 -2.200 0.006
C 1.629 -2.087 -2.388 0.010
N -0.716 6.154 0.079 0.000
C 0.154 5.208 -0.414 0.002
C 0.584 5.259 -1.744 0.000
C 1.420 4.282 -2.249 0.000
C 1.844 3.243 -1.431 -0.002
C 1.446 3.191 -0.097 0.001
C 0.599 4.157 0.402 0.007
S 2.936 2.029 -2.058 0.005
O 3.953 1.784 -1.090 0.000
O 3.266 2.397 -3.412 0.000
N 2.005 0.659 -2.091 0.034
C 1.533 0.210 -3.195 -0.001
S 1.317 0.948 -4.770 -0.001
C 0.382 -0.434 -5.300 0.008
C 0.319 -1.399 -4.388 0.005
N 0.995 -1.075 -3.199 0.046
H -0.781 7.025 -0.422 0.000
H -0.767 6.257 1.079 0.000
H 0.270 6.082 -2.376 0.000
H 1.770 4.331 -3.272 0.000
H 1.820 2.403 0.546 -0.004
H 0.301 4.128 1.444 -0.002
H -0.043 -0.461 -6.290 0.001
H -0.144 -2.368 -4.490 0.000

---

4.
79
Properties=species:S:1:pos:R:3:mulliken_spin:R:1 method="wB97M-V/def2-TZVPD" homo_ev="-0.17 / -2.53" de_lowest_kcal_mol=0.0 multiplicity=3 molar_mass_g_mol=865.48 lumo_energy_ev="4.23 / 4.23" charge=-2 homo_lumo_gap_ha="0.1616 / 0.2485" total_energy_ev=-185680.43602
Ti 0.055 -1.539 0.007 1.047
Cl 5.617 2.560 0.563 0.000
C 4.487 1.253 0.129 0.002
C 3.332 1.096 0.890 -0.009
C 2.540 -0.034 0.684 0.008
N 1.368 -0.416 1.402 0.004
C 1.322 -0.062 2.686 0.024
O 2.158 0.567 3.344 0.001
C 0.122 -0.538 3.485 0.008
C -0.015 -0.115 4.818 0.002
C -1.177 -0.556 5.452 0.000
C -2.056 -1.455 4.830 0.000
C -1.812 -1.769 3.484 0.006
N -0.731 -1.343 2.832 0.004
C 2.873 -0.962 -0.336 -0.014
C 4.003 -0.732 -1.123 -0.001
C 4.801 0.372 -0.898 0.003
Cl 6.282 0.479 -1.842 0.000
N 2.034 -2.066 -0.454 -0.021
C 2.409 -3.357 -0.683 0.031
O 3.515 -3.831 -0.982 0.072
C 1.209 -4.248 -0.534 0.334
C 1.339 -5.603 -0.783 -0.161
C 0.193 -6.382 -0.839 0.342
C -1.051 -5.729 -0.620 -0.050
C -1.116 -4.429 -0.234 0.116
N 0.026 -3.613 -0.202 0.172
H 3.101 1.782 1.703 0.000
H 0.712 0.569 5.221 0.000
H -1.358 -0.264 6.471 0.000
H -2.922 -1.812 5.363 0.000
H -2.458 -2.438 2.908 0.002
H 4.311 -1.396 -1.905 -0.003
H 2.316 -5.970 -0.953 -0.011
H 0.268 -7.424 -0.986 0.048
H -2.003 -6.249 -0.722 -0.003
H -2.050 -3.908 -0.090 0.017
S -2.592 -1.351 0.150 -0.004
C -3.262 0.233 -0.102 0.015
C -4.643 0.420 -0.020 -0.006
C -5.205 1.657 -0.142 0.001
C -4.411 2.785 -0.271 -0.001
C -3.033 2.615 -0.316 -0.003
C -2.437 1.359 -0.279 -0.002
As -0.511 1.180 -0.319 0.030
C 0.033 2.616 0.958 0.013
C 1.112 3.462 0.728 -0.002
C 1.606 4.320 1.696 0.000
C 1.015 4.333 2.957 0.000
C -0.100 3.551 3.203 0.000
C -0.581 2.699 2.205 -0.001
C -0.089 2.074 -2.001 0.001
C -1.074 2.577 -2.837 -0.001
C -0.759 3.199 -4.025 0.000
C 0.560 3.292 -4.454 0.000
C 1.565 2.831 -3.624 0.000
C 1.227 2.219 -2.427 0.006
H -5.263 -0.434 0.083 0.001
H -6.313 1.740 -0.162 0.000
H -4.870 3.764 -0.360 0.000
H -2.430 3.493 -0.400 -0.001
H 1.600 3.362 -0.247 0.000
H 2.564 4.800 1.565 0.000
H 1.458 4.954 3.718 0.000
H -0.585 3.545 4.148 0.000
H -1.462 2.115 2.422 -0.002
H -2.118 2.429 -2.672 0.000
H -1.611 3.534 -4.620 0.000
H 0.778 3.741 -5.408 0.000
H 2.594 2.910 -3.972 0.000
H 2.058 1.857 -1.812 -0.001
C -1.119 -3.147 -3.059 0.009
S -0.480 -1.511 -3.344 -0.003
O 0.751 -1.579 -4.076 0.000
O -1.599 -0.791 -3.940 -0.002
O -0.193 -1.005 -1.941 -0.016
H -1.952 -3.001 -2.366 0.002
H -0.370 -3.823 -2.707 0.006
H -1.505 -3.464 -4.018 -0.005

---

5.
76
Properties=species:S:1:pos:R:3:mulliken_charge:R:1 method="wB97M-V/def2-TZVPD" homo_ev=-11.68 de_lowest_kcal_mol=0.0 multiplicity=1 molar_mass_g_mol=752.55 lumo_energy_ev=-4.83 charge=+1 homo_lumo_gap_ha=0.2517 total_energy_ev=-68745.25216
Mo -0.108 -0.779 -1.240 -0.728
C 3.116 -1.737 3.863 -0.584
C 2.685 -2.494 2.780 -0.806
C 1.632 -2.047 2.002 -0.713
C 0.999 -0.841 2.307 0.898
C 1.416 -0.099 3.410 -0.312
C 2.479 -0.547 4.180 -0.803
P -0.397 -0.339 1.292 2.427
C -0.856 1.359 1.680 0.727
C -2.200 1.722 1.750 -0.939
C -2.551 3.053 1.924 -0.888
C -1.565 4.024 2.025 -0.781
C -0.225 3.665 1.959 -1.151
C 0.135 2.338 1.783 -0.547
C -1.782 -1.429 1.654 0.210
C -2.462 -1.482 2.845 -0.076
C -3.437 -2.474 3.052 -1.005
C -3.683 -3.412 2.084 -0.842
C -2.981 -3.394 0.858 0.847
C -3.170 -4.379 -0.148 -0.824
C -2.443 -4.350 -1.301 -1.084
C -1.507 -3.316 -1.535 -0.389
C -1.312 -2.322 -0.595 1.889
C -2.036 -2.372 0.633 -1.144
H 3.950 -2.081 4.463 0.434
H 3.173 -3.429 2.540 0.458
H 1.302 -2.641 1.159 0.386
H 0.920 0.828 3.669 0.444
H 2.808 0.038 5.029 0.448
H -2.974 0.969 1.676 0.402
H -3.596 3.328 1.982 0.452
H -1.841 5.062 2.165 0.423
H 0.546 4.420 2.045 0.505
H 1.182 2.070 1.730 0.631
H -2.246 -0.767 3.632 0.529
H -3.975 -2.506 3.990 0.454
H -4.416 -4.192 2.254 0.439
H -3.895 -5.167 0.024 0.453
H -2.577 -5.115 -2.055 0.452
H -0.966 -3.319 -2.473 0.691
O 1.849 -2.823 -4.000 -0.536
C 1.768 -1.872 -3.284 -0.060
O 0.581 -1.312 -2.957 -0.668
C 2.944 -1.151 -2.711 1.055
C 4.136 -1.170 -3.411 -0.558
C 5.229 -0.505 -2.897 -0.731
C 5.176 0.163 -1.693 -0.468
C 3.982 0.172 -1.007 -0.216
C 2.847 -0.496 -1.475 0.306
O 1.769 -0.617 -0.688 0.498
N 3.920 0.885 0.269 0.925
O 4.880 0.816 1.002 -0.564
O 2.907 1.523 0.497 -0.530
N 6.498 -0.512 -3.651 1.028
O 6.512 -1.111 -4.704 -0.596
O 7.437 0.078 -3.160 -0.606
H 4.211 -1.703 -4.349 0.638
H 6.048 0.662 -1.296 0.660
C 0.399 2.931 -1.790 -1.162
C -1.097 2.942 -1.711 1.140
C -1.834 4.111 -1.825 -1.041
C -3.221 4.080 -1.797 -0.876
C -3.911 2.881 -1.655 -1.040
C -3.227 1.686 -1.524 0.918
C -3.937 0.374 -1.370 -1.219
C -1.820 1.744 -1.547 0.621
N -1.124 0.567 -1.418 0.142
H 0.792 3.946 -1.816 0.435
H 0.733 2.420 -2.698 0.358
H 0.849 2.423 -0.939 -0.015
H -1.316 5.054 -1.949 0.447
H -3.775 5.006 -1.897 0.435
H -4.994 2.877 -1.646 0.439
H -5.011 0.528 -1.278 0.448
H -3.588 -0.169 -0.487 0.081
H -3.759 -0.273 -2.232 0.328

---

6.
78
Properties=species:S:1:pos:R:3:mulliken_charge:R:1 method="wB97M-V/def2-TZVPD" homo_ev=-1.79 de_lowest_kcal_mol=3.5 multiplicity=1 molar_mass_g_mol=1090.04 lumo_energy_ev=3.68 charge=-2 homo_lumo_gap_ha=0.2010 total_energy_ev=-149237.58023
Cs 0.172 -0.158 -1.354 0.986
O -3.278 -1.006 -2.793 -0.798
C -3.155 -0.970 -1.529 -0.050
N -2.685 -1.847 -0.687 -0.130
C -2.469 -3.164 -1.147 0.327
C -3.501 -3.836 -1.815 -0.295
C -3.398 -5.159 -2.206 -0.654
C -2.224 -5.855 -1.934 -0.621
C -1.195 -5.205 -1.277 -0.100
C -1.281 -3.870 -0.869 0.307
N -0.195 -3.333 -0.145 -0.176
C 0.902 -3.165 -0.831 -0.907
O 1.077 -3.151 -2.083 -0.732
C 2.165 -2.865 -0.030 0.615
C 3.380 -3.318 -0.557 -0.666
C 4.552 -3.032 0.109 -0.336
C 4.494 -2.261 1.264 -0.826
C 3.253 -1.831 1.694 -0.099
N 2.105 -2.139 1.086 0.255
C -3.633 0.331 -0.901 0.025
C -4.831 0.886 -1.355 -0.564
C -5.257 2.090 -0.833 -0.333
C -4.458 2.735 0.106 -0.804
C -3.276 2.121 0.480 -0.196
N -2.875 0.940 0.009 0.187
H -4.402 -3.276 -2.034 0.330
H -4.224 -5.637 -2.722 0.337
H -2.109 -6.892 -2.233 0.336
H -0.270 -5.729 -1.060 0.346
H 3.358 -3.861 -1.491 0.450
H 5.506 -3.378 -0.275 0.417
H 5.392 -1.977 1.799 0.379
H 3.171 -1.201 2.574 0.351
H -5.385 0.369 -2.126 0.461
H -6.188 2.533 -1.167 0.379
H -4.735 3.694 0.525 0.371
H -2.607 2.599 1.188 0.392
O 2.245 1.444 -2.288 -0.736
N 3.219 1.314 -1.415 0.342
C 4.340 0.669 -1.824 -0.215
C 5.444 0.523 -1.033 -0.831
C 5.402 1.057 0.261 -0.124
C 4.262 1.682 0.684 -0.817
C 3.112 1.833 -0.132 0.024
S 1.687 2.599 0.398 -0.230
H 4.270 0.293 -2.833 0.413
H 6.303 -0.009 -1.416 0.392
H 6.250 0.962 0.929 0.399
H 4.186 2.092 1.681 0.399
C -1.661 0.832 3.466 -1.301
Te -0.996 -0.916 2.385 0.188
C 0.634 -0.714 3.767 -0.974
C 0.062 -0.078 5.005 0.457
C 0.623 -0.230 6.267 -0.646
C 0.049 0.373 7.380 -0.507
C -1.095 1.145 7.231 -0.504
C -1.655 1.308 5.970 -0.636
C -1.091 0.700 4.854 0.620
H -2.747 0.915 3.481 0.596
H -1.249 1.707 2.960 0.315
H 1.366 -0.055 3.296 0.142
H 1.101 -1.675 3.973 0.639
H 1.513 -0.839 6.383 0.409
H 0.490 0.233 8.360 0.368
H -1.554 1.612 8.094 0.365
H -2.552 1.906 5.848 0.400
Br -3.005 3.931 -6.463 -0.241
C -1.395 4.030 -5.450 0.320
C -0.585 5.138 -5.667 -0.420
C 0.598 5.271 -4.959 -0.447
C 0.964 4.298 -4.039 -0.721
C 0.150 3.197 -3.834 0.233
C -1.044 3.043 -4.539 -0.316
I -2.210 1.353 -4.084 0.357
H -0.888 5.889 -6.384 0.353
H 1.225 6.138 -5.124 0.333
H 1.877 4.380 -3.464 0.401
H 0.462 2.468 -3.101 0.245